Entry 1:
{"formula": "C2H5N2O", "method": "ωB97M-V/def2-TZVPD", "elements": ["C", "C", "N", "N", "O", "H", "H", "H", "H", "H"], "positions_angstrom": [[-0.730, 1.305, 0.305], [-0.234, 0.254, -0.563], [0.511, -0.819, -0.409], [1.504, -1.539, 0.979], [2.058, -2.418, 0.638], [-0.109, 1.549, 1.297], [-1.160, 2.082, -0.253], [-1.708, 0.926, 0.700], [0.560, -1.599, -1.171], [-0.692, 0.259, -1.522]], "mulliken_charge": [-0.929, 0.204, -0.349, 0.503, -0.062, 0.314, 0.352, 0.324, 0.312, 0.331], "relative_energy_kcal_mol": 100.0, "lumo_ev": -6.200, "total_charge": 1, "e_homo_ev": -16.0}

=====

Entry 2:
{"formula": "C8H7Cl2NO2", "method": "ωB97M-V/def2-TZVPD", "elements": ["O", "N", "O", "C", "Cl", "C", "Cl", "C", "C", "C", "C", "C", "C", "H", "H", "H", "H", "H", "H", "H"], "positions_angstrom": [[-2.777, -0.005, 1.927], [-1.611, -0.290, 1.844], [-1.112, -1.367, 1.594], [-0.763, 0.920, 1.982], [-0.800, 1.265, 3.757], [0.613, 0.789, 1.381], [1.403, 2.364, 1.378], [0.577, 0.237, -0.010], [1.328, -0.875, -0.347], [1.340, -1.441, -1.614], [0.544, -0.942, -2.597], [-0.293, 0.172, -2.270], [-0.315, 0.671, -1.014], [-1.417, 1.617, 1.307], [1.145, -0.142, 1.820], [1.920, -1.315, 0.399], [1.904, -2.303, -1.865], [0.350, -1.328, -3.640], [-0.980, 0.559, -3.074], [-1.053, 1.412, -0.959]], "mulliken_charge": [-0.566, 1.003, -0.544, -0.246, -0.135, 0.181, -0.147, 0.245, -0.267, -0.895, -0.256, -0.576, -0.133, 0.301, 0.377, 0.365, 0.393, 0.292, 0.312, 0.294], "relative_energy_kcal_mol": 45.9, "lumo_ev": -0.324, "total_charge": 0, "smiles": "O=[N+]([O-])[C@@H](Cl)[C@H](Cl)c1ccccc1", "e_homo_ev": -9.7}

=====

Entry 3:
{"formula": "C20H33Cl18N3O2S", "method": "ωB97M-V/def2-TZVPD", "elements": ["C", "C", "S", "C", "C", "C", "N", "C", "C", "N", "N", "C", "C", "O", "C", "C", "O", "H", "H", "H", "H", "H", "H", "H", "H", "H", "H", "H", "H", "H", "H", "H", "Cl", "C", "Cl", "H", "H", "Cl", "C", "Cl", "H", "H", "Cl", "C", "Cl", "H", "H", "Cl", "C", "Cl", "H", "H", "Cl", "C", "Cl", "H", "H", "Cl", "C", "Cl", "H", "H", "Cl", "C", "Cl", "H", "H", "Cl", "C", "Cl", "H", "H", "Cl", "C", "Cl", "H", "H"], "positions_angstrom": [[1.599, 4.030, 2.264], [1.335, 2.906, 1.188], [2.934, 2.067, 0.893], [2.666, 0.497, 0.005], [1.685, 0.586, -1.252], [0.278, 0.487, -0.639], [-0.717, 0.443, -0.123], [1.894, -0.762, -2.034], [0.929, -1.002, -3.172], [0.192, -1.044, -4.019], [1.923, 1.832, -1.965], [0.825, 2.346, -2.774], [0.598, 2.087, -4.279], [0.061, 3.077, -2.240], [3.254, 2.027, -2.527], [3.903, 1.215, -3.680], [3.891, 2.927, -2.105], [1.147, 5.000, 1.965], [2.700, 4.192, 2.303], [1.261, 3.715, 3.265], [0.861, 3.333, 0.281], [0.658, 2.152, 1.658], [2.369, -0.336, 0.679], [3.659, 0.208, -0.423], [2.939, -0.935, -2.363], [1.697, -1.581, -1.298], [1.250, 1.316, -4.725], [-0.460, 1.814, -4.476], [0.756, 3.052, -4.813], [4.715, 1.836, -4.111], [4.417, 0.315, -3.266], [3.215, 0.928, -4.496], [0.023, -3.438, 0.450], [-1.467, -2.561, 0.834], [-1.993, -2.884, 2.493], [-1.286, -1.496, 0.724], [-2.249, -2.877, 0.151], [1.967, 2.217, 5.889], [0.515, 1.254, 5.596], [-0.144, 1.559, 3.983], [0.768, 0.199, 5.676], [-0.235, 1.511, 6.339], [1.488, -4.664, 5.433], [1.088, -3.173, 4.572], [2.301, -1.916, 4.824], [1.028, -3.392, 3.510], [0.128, -2.811, 4.929], [1.923, 4.238, -6.750], [1.010, 5.749, -6.809], [-0.408, 5.687, -5.757], [1.654, 6.561, -6.484], [0.684, 5.921, -7.831], [1.574, 4.164, -10.164], [2.783, 2.912, -10.474], [2.507, 1.485, -9.470], [2.727, 2.623, -11.519], [3.767, 3.313, -10.252], [-7.061, -2.147, 2.344], [-5.324, -1.871, 2.147], [-4.952, -1.219, 0.547], [-4.993, -1.164, 2.900], [-4.803, -2.815, 2.271], [-1.542, -6.091, 4.642], [-2.938, -6.763, 3.796], [-4.099, -5.499, 3.363], [-2.594, -7.251, 2.890], [-3.432, -7.483, 4.441], [4.439, -2.257, 9.210], [3.034, -3.002, 8.439], [1.829, -1.792, 7.987], [3.359, -3.522, 7.542], [2.583, -3.704, 9.133], [-11.362, -3.833, 1.252], [-10.361, -2.388, 1.060], [-10.131, -1.984, -0.644], [-10.850, -1.554, 1.555], [-9.391, -2.571, 1.510]], "mulliken_charge": [-0.804, 0.642, -0.226, -1.238, 0.715, -0.089, -0.729, -0.233, 0.035, -0.462, 0.688, 0.586, -0.604, -0.489, 0.362, -1.051, -0.455, 0.312, 0.289, 0.097, 0.138, -0.430, 0.620, 0.441, 0.419, 0.296, 0.257, 0.374, -0.383, 0.384, 0.281, 0.244, -0.210, 0.179, -0.149, -0.093, 0.313, -0.163, 0.142, -0.121, -0.221, 0.343, -0.190, 0.009, -0.166, 0.147, 0.192, -0.107, -0.244, -0.152, 0.296, 0.212, -0.126, -0.299, -0.140, 0.322, 0.244, -0.216, 0.233, -0.163, 0.308, -0.228, -0.088, -0.389, -0.121, 0.260, 0.334, -0.165, -0.177, -0.109, 0.141, 0.319, -0.162, 0.327, -0.148, 0.278, -0.242], "lumo_ev": 0.231, "total_charge": 0, "smiles": "CCSC[C@](C#N)(CC#N)N(C(C)=O)C(C)=O.ClCCl.ClCCl.ClCCl.ClCCl.ClCCl.ClCCl.ClCCl.ClCCl.ClCCl", "e_homo_ev": -8.5}

=====

Entry 4:
{"formula": "C6H6Cl2", "method": "ωB97M-V/def2-TZVPD", "elements": ["C", "C", "C", "C", "C", "C", "Cl", "Cl", "H", "H", "H", "H", "H", "H"], "positions_angstrom": [[0.454, 1.508, 0.412], [0.616, 2.752, 0.591], [-0.742, 0.620, 0.800], [-1.170, -0.379, -0.296], [0.160, -0.898, -0.814], [1.404, -0.368, -0.099], [2.748, 0.128, -1.039], [1.742, -1.174, 1.320], [-0.410, 0.091, 1.651], [-1.687, 1.107, 1.124], [-1.813, -1.173, 0.051], [-1.848, 0.096, -1.012], [0.254, -1.900, -0.983], [0.292, -0.411, -1.707]], "mulliken_charge": [0.091, -0.443, -0.657, -0.529, -1.009, 0.512, -0.096, -0.091, 0.316, 0.402, 0.273, 0.330, 0.613, 0.289], "relative_energy_kcal_mol": 139.2, "lumo_ev": [-1.503, -1.503], "total_charge": 0, "e_homo_ev": [-9.5, -9.5]}

=====

Entry 5:
{"formula": "C18H36BIN3O10", "method": "ωB97M-V/def2-TZVPD", "elements": ["C", "C", "O", "C", "C", "N", "C", "C", "I", "N", "B", "C", "O", "C", "N", "C", "C", "O", "O", "H", "H", "H", "H", "H", "H", "H", "H", "H", "H", "H", "H", "H", "H", "H", "H", "H", "H", "H", "H", "C", "C", "O", "C", "O", "O", "C", "H", "H", "H", "H", "H", "H", "H", "H", "C", "C", "O", "C", "O", "O", "C", "H", "H", "H", "H", "H", "H", "H", "H"], "positions_angstrom": [[1.361, -2.911, -6.184], [1.640, -1.863, -5.003], [3.042, -1.723, -4.648], [3.528, -2.904, -3.975], [4.210, -2.629, -2.550], [4.672, -1.201, -2.354], [6.182, -1.262, -2.202], [6.482, -1.412, -0.591], [7.228, 0.630, -0.142], [5.086, -1.652, -0.139], [4.799, -1.739, 1.335], [4.644, -0.520, 2.386], [4.646, -3.075, 1.879], [4.315, -0.740, -0.972], [3.517, 0.273, -0.704], [2.879, 1.077, -1.790], [1.371, 0.665, -2.097], [0.968, -0.513, -2.160], [0.406, 1.698, -2.364], [1.220, -3.975, -5.784], [2.237, -2.949, -6.928], [0.426, -2.546, -6.746], [1.010, -2.162, -4.097], [1.286, -0.825, -5.338], [4.231, -3.513, -4.644], [2.610, -3.582, -3.790], [3.461, -2.943, -1.741], [5.114, -3.324, -2.443], [6.750, -1.933, -2.920], [6.480, -0.182, -2.452], [7.257, -2.214, -0.354], [5.060, -0.863, 3.406], [5.139, 0.452, 2.065], [3.508, -0.341, 2.528], [4.937, -3.679, 1.155], [3.325, 0.523, 0.274], [3.451, 0.979, -2.787], [2.907, 2.203, -1.551], [-0.101, 1.801, -1.523], [-6.378, 1.504, 0.799], [-5.661, 2.728, 0.261], [-4.364, 2.393, -0.255], [-4.355, 1.749, -1.433], [-5.320, 1.438, -2.083], [-3.074, 1.484, -1.752], [-2.926, 0.700, -2.936], [-5.763, 0.998, 1.547], [-7.331, 1.784, 1.252], [-6.578, 0.777, 0.010], [-5.498, 3.436, 1.076], [-6.253, 3.244, -0.500], [-3.432, 1.165, -3.785], [-3.308, -0.308, -2.765], [-1.861, 0.635, -3.163], [-6.095, 1.356, 7.739], [-5.119, 2.502, 7.552], [-3.962, 2.092, 6.811], [-4.148, 1.909, 5.495], [-5.183, 2.061, 4.894], [-2.984, 1.497, 4.963], [-3.076, 1.160, 3.581], [-5.599, 0.501, 8.204], [-6.936, 1.663, 8.364], [-6.492, 1.009, 6.782], [-4.761, 2.831, 8.531], [-5.592, 3.365, 7.076], [-3.482, 1.990, 2.998], [-3.688, 0.265, 3.457], [-2.069, 0.945, 3.220]], "mulliken_charge": [-1.037, -0.237, -0.354, -0.584, -0.334, 0.166, -0.675, -0.639, 0.120, 0.162, 0.572, -0.937, -0.563, -0.440, 0.229, -0.609, 0.426, -0.466, -0.441, 0.255, 0.261, 0.360, 0.316, 0.309, 0.296, 0.331, 0.265, 0.414, 0.340, 0.277, 0.590, 0.259, 0.297, 0.336, 0.329, 0.277, 0.317, 0.398, 0.383, -0.983, -0.243, -0.357, 0.669, -0.541, -0.217, -0.520, 0.169, 0.353, 0.358, 0.283, 0.373, 0.324, 0.306, 0.064, -1.084, -0.160, -0.369, 0.763, -0.559, -0.347, -0.545, 0.293, 0.351, 0.309, 0.287, 0.302, 0.232, 0.301, 0.219], "lumo_ev": -4.324, "total_charge": 1, "e_homo_ev": -12.3}

=====

Entry 6:
{"formula": "C5H8N2", "method": "ωB97M-V/def2-TZVPD", "elements": ["C", "C", "C", "N", "N", "C", "C", "H", "H", "H", "H", "H", "H", "H", "H"], "positions_angstrom": [[-1.971, -1.254, -0.623], [-0.633, -0.733, -0.215], [0.190, -1.182, 0.860], [1.283, -0.464, 0.993], [1.184, 0.466, 0.030], [1.801, 2.059, 0.431], [0.069, 0.314, -0.742], [-1.918, -2.310, -0.901], [-2.366, -0.695, -1.476], [-2.693, -1.162, 0.197], [-0.004, -1.985, 1.558], [2.261, 1.269, -0.309], [1.976, 1.991, 1.511], [0.938, 2.730, 0.284], [-0.118, 0.955, -1.598]], "mulliken_charge": [-1.167, 0.662, -0.356, -0.880, 0.421, -0.805, -0.553, 0.289, 0.311, 0.275, 0.450, 0.482, 0.238, 0.214, 0.421], "relative_energy_kcal_mol": 95.9, "lumo_ev": 0.938, "total_charge": 0, "smiles": "Cc1cnn(C)c1", "e_homo_ev": -9.0}

=====

Entry 7:
{"formula": "C9H14N2O4", "method": "ωB97M-V/def2-TZVPD", "elements": ["C", "C", "C", "C", "C", "C", "C", "C", "C", "N", "N", "O", "O", "O", "O", "H", "H", "H", "H", "H", "H", "H", "H", "H", "H", "H", "H", "H", "H"], "positions_angstrom": [[1.098, -1.034, 0.375], [-1.401, -0.048, 0.935], [1.047, 0.389, 2.504], [1.054, 0.371, 1.023], [-0.418, 1.130, 0.748], [2.289, 1.104, 0.478], [-0.836, 1.863, -0.486], [1.328, -2.133, -1.673], [-3.615, -0.660, 0.902], [-0.007, 1.345, 2.920], [-0.661, 1.818, 2.018], [1.581, -1.956, 0.939], [-1.059, -1.199, 1.225], [0.923, -0.973, -0.906], [-2.651, 0.393, 0.843], [0.890, -0.663, 2.955], [1.839, 0.822, 3.015], [2.336, 2.108, 0.858], [2.184, 1.178, -0.556], [3.131, 0.464, 1.014], [-0.175, 2.462, -0.979], [-1.698, 2.477, -0.259], [-1.221, 1.126, -1.206], [0.591, -2.931, -1.642], [2.241, -2.583, -1.142], [1.564, -1.940, -2.703], [-3.301, -1.232, 1.763], [-3.799, -1.067, -0.104], [-4.625, -0.133, 1.084]], "mulliken_spin": [-0.004, 0.035, 0.142, 0.029, 0.158, -0.003, 0.021, 0.000, -0.005, 0.898, 0.698, 0.007, 0.013, -0.002, 0.006, 0.009, 0.003, 0.001, 0.000, 0.001, -0.003, -0.013, 0.004, 0.000, 0.000, 0.000, 0.002, 0.001, 0.001], "relative_energy_kcal_mol": 1.2, "lumo_ev": [0.734, -1.679], "total_charge": 0, "e_homo_ev": [-6.3, -10.0], "spin_multiplicity": 3, "s2": 2.008}

=====

Entry 8:
{"formula": "C4H6N2O2", "method": "ωB97M-V/def2-TZVPD", "elements": ["C", "C", "C", "O", "C", "N", "N", "O", "H", "H", "H", "H", "H", "H"], "positions_angstrom": [[-1.129, -1.646, 0.039], [-0.225, -0.637, -0.604], [0.345, 0.106, -1.499], [0.443, 0.455, -2.776], [0.888, 0.218, -0.130], [0.497, 1.230, 0.823], [0.930, 1.299, 2.000], [0.181, 2.255, 2.678], [-2.161, -1.311, -0.118], [-1.103, -2.545, -0.531], [-0.905, -1.560, 1.110], [0.952, -0.193, -3.256], [1.837, -0.288, 0.211], [-0.549, 2.618, 2.051]], "mulliken_charge": [-1.090, 0.413, 0.092, -0.519, -0.318, -0.022, -0.189, -0.381, 0.284, 0.323, 0.332, 0.335, 0.367, 0.373], "relative_energy_kcal_mol": 138.2, "lumo_ev": 0.451, "total_charge": 0, "smiles": "CC1=C(O)[C@H]1/N=N/O", "e_homo_ev": -9.3}

=====

no.,total energy (eV)
1,-7171.6936
2,-39035.6622
3,-266077.2625
4,-31357.5912
5,-52964.1412
6,-8290.8398
7,-20724.6303
8,-11315.0485